Density functional theory data (the ωB97M-V functional and the def2-TZVPD basis) for a molecular structure, C14H24IN3OSi2.

Geometry (Å):
C1 1.308 -1.718 -1.903
C2 1.322 -0.743 -0.725
C3 1.740 0.699 -1.035
C4 0.679 1.590 -1.684
N1 0.290 1.195 -3.046
Si1 -1.287 0.759 -3.556
O1 -2.366 0.878 -2.293
Si2 -2.895 -0.396 -1.395
I1 -3.289 0.427 0.865
H1 0.496 -1.522 -2.605
H2 1.172 -2.739 -1.540
H3 2.251 -1.668 -2.458
H4 0.346 -0.741 -0.228
H5 2.020 -1.136 0.021
H6 2.658 0.713 -1.638
H7 1.996 1.182 -0.085
H8 -0.207 1.609 -1.040
H9 1.058 2.620 -1.707
H10 1.021 0.663 -3.498
H11 -1.780 1.641 -4.628
H12 -1.332 -0.645 -4.051
H13 -1.886 -1.464 -1.315
H14 -4.162 -0.918 -1.928
N2 -0.064 -3.429 0.904
C5 -1.062 -3.291 1.775
C6 -1.564 -4.336 2.537
C7 -0.999 -5.593 2.388
C8 0.042 -5.750 1.487
C9 0.470 -4.641 0.772
H15 -1.481 -2.295 1.866
H16 -2.378 -4.164 3.228
H17 -1.362 -6.434 2.965
H18 0.515 -6.711 1.338
H19 1.283 -4.730 0.060
N3 1.928 3.905 2.682
C10 1.919 5.223 2.501
C11 0.859 5.913 1.930
C12 -0.252 5.194 1.518
C13 -0.255 3.820 1.695
C14 0.853 3.228 2.284
H20 2.804 5.755 2.832
H21 0.908 6.987 1.811
H22 -1.098 5.694 1.065
H23 -1.094 3.214 1.385
H24 0.876 2.156 2.449

Calculated values
Frontier orbital gap   9.55 eV
Calculated total energy   -45284.3947 eV
Molar mass   433.442 g/mol
HOMO   -9.09 eV
Charge   0
Spin multiplicity   1

Charges in e, computed with natural (NBO), in the same order as the atoms:
1. C -0.611
2. C -0.400
3. C -0.409
4. C -0.201
5. N -1.097
6. Si 1.635
7. O -1.259
8. Si 1.243
9. I -0.255
10. H 0.199
11. H 0.217
12. H 0.195
13. H 0.202
14. H 0.209
15. H 0.191
16. H 0.216
17. H 0.189
18. H 0.185
19. H 0.395
20. H -0.226
21. H -0.246
22. H -0.185
23. H -0.186
24. N -0.427
25. C 0.034
26. C -0.258
27. C -0.168
28. C -0.259
29. C 0.033
30. H 0.197
31. H 0.221
32. H 0.218
33. H 0.220
34. H 0.191
35. N -0.417
36. C 0.032
37. C -0.261
38. C -0.170
39. C -0.262
40. C 0.029
41. H 0.192
42. H 0.219
43. H 0.218
44. H 0.225
45. H 0.193